Formula: C2H12N2O3
Source: OMol25
Level of theory: ωB97M-V with the def2-TZVPD basis set

```
! wB97M-V def2-TZVPD RIJCOSX def2/J DEFGRID3
* xyz 0 1
C 0.623 -0.331 -2.023
N 0.668 -0.520 -0.583
C 1.911 -0.474 0.001
N 2.022 -0.319 1.251
H 1.025 0.613 -2.377
H 1.188 -1.141 -2.521
H -0.397 -0.402 -2.399
H 0.057 0.092 -0.056
H 2.789 -0.648 -0.645
H 2.883 -0.235 1.763
H -3.814 -1.187 0.216
H -4.921 -1.514 -0.658
O -3.953 -1.494 -0.697
H 0.555 3.615 -1.885
H -0.340 4.036 -0.754
O -0.312 3.432 -1.527
H -0.754 -0.985 3.318
H 0.653 -0.358 2.855
O 0.173 -0.883 3.522
*
```

Orbital gap   9.8 eV
HOMO energy   -0.3388 hartree
Calculated total energy   -418.5993 a.u.
SMILES   [H]/N=C/NC.O.O.O
Max |F|   0.032 hartree/bohr
LUMO level   0.560 eV
ΔE to the lowest compared entry with this formula, charge and spin   104.37 kJ/mol

Now the Löwdin charges, all in e: atom 1 (C): -0.1177, atom 2 (N): -0.0566, atom 3 (C): -0.3241, atom 4 (N): 0.0682, atom 5 (H): 0.0646, atom 6 (H): 0.0856, atom 7 (H): 0.0808, atom 8 (H): 0.1226, atom 9 (H): 0.1280, atom 10 (H): 0.0502, atom 11 (H): 0.0363, atom 12 (H): 0.0347, atom 13 (O): -0.0722, atom 14 (H): 0.0206, atom 15 (H): 0.0514, atom 16 (O): -0.0700, atom 17 (H): 0.0108, atom 18 (H): -0.0186, atom 19 (O): -0.0947


Formula: C2H12N2O3
Source: OMol25
Level of theory: ωB97M-V with the def2-TZVPD basis set

```
! wB97M-V def2-TZVPD RIJCOSX def2/J DEFGRID3
* xyz 0 1
C 1.106 0.075 -2.097
N 3.227 1.083 0.144
C 1.885 0.949 0.017
N 1.203 0.103 -0.635
H 1.149 1.107 -2.459
H 0.111 -0.222 -2.345
H 1.823 -0.528 -2.646
H 3.939 0.374 0.145
H 3.522 1.904 0.633
H 1.417 1.794 0.574
H -1.686 -0.920 -0.703
H -0.523 -0.101 -0.075
O -1.507 -0.226 -0.062
H -2.616 1.315 0.309
H -3.270 2.685 0.354
O -3.382 1.786 0.680
H -0.556 -3.527 1.702
H -1.613 -2.457 1.586
O -1.509 -3.402 1.770
*
```

Orbital gap   9.1 eV
HOMO energy   -0.3233 hartree
Calculated total energy   -418.5696 a.u.
SMILES   C/N=C\N.O.O.O
Max |F|   0.018 hartree/bohr
LUMO level   0.324 eV
ΔE to the lowest compared entry with this formula, charge and spin   182.40 kJ/mol

Now the Löwdin charges, all in e: atom 1 (C): -0.1157, atom 2 (N): 0.1259, atom 3 (C): -0.3107, atom 4 (N): -0.0788, atom 5 (H): 0.0817, atom 6 (H): 0.0475, atom 7 (H): 0.0640, atom 8 (H): 0.1054, atom 9 (H): 0.0848, atom 10 (H): 0.1304, atom 11 (H): 0.0444, atom 12 (H): 0.0016, atom 13 (O): -0.0842, atom 14 (H): -0.0171, atom 15 (H): 0.0218, atom 16 (O): -0.0819, atom 17 (H): 0.0285, atom 18 (H): 0.0181, atom 19 (O): -0.0657


Formula: C2H12N4
Source: OMol25
Level of theory: ωB97M-V with the def2-TZVPD basis set

```
! wB97M-V def2-TZVPD RIJCOSX def2/J DEFGRID3
* xyz 0 1
N -1.809 0.988 -0.977
C -2.285 0.234 0.211
N -1.461 0.521 1.382
H -2.015 1.931 -0.647
H -0.791 1.045 -1.024
H -2.345 -0.830 -0.033
H -3.281 0.636 0.374
H -0.462 0.389 1.203
H -1.566 -0.202 2.099
N 1.969 -0.818 0.914
C 1.427 -0.811 -0.422
N 2.087 0.260 -1.142
H 2.344 0.086 1.104
H 1.473 -1.270 1.637
H 0.338 -0.720 -0.491
H 1.594 -1.796 -0.890
H 1.715 0.346 -2.079
H 3.066 0.011 -1.219
*
```

Orbital gap   10.2 eV
HOMO energy   -0.3380 hartree
Calculated total energy   -302.3849 a.u.
SMILES   NCN.NCN
Max |F|   0.027 hartree/bohr
LUMO level   0.961 eV
ΔE to the lowest compared entry with this formula, charge and spin   43.95 kJ/mol

Now the Löwdin charges, all in e: atom 1 (N): -0.0112, atom 2 (C): -0.3716, atom 3 (N): -0.0156, atom 4 (H): 0.0594, atom 5 (H): 0.0325, atom 6 (H): 0.0943, atom 7 (H): 0.0986, atom 8 (H): 0.0306, atom 9 (H): 0.0632, atom 10 (N): 0.0067, atom 11 (C): -0.4063, atom 12 (N): -0.0018, atom 13 (H): 0.0569, atom 14 (H): 0.0497, atom 15 (H): 0.0718, atom 16 (H): 0.1037, atom 17 (H): 0.0678, atom 18 (H): 0.0713


Formula: C2H12N4
Source: OMol25
Level of theory: ωB97M-V with the def2-TZVPD basis set

```
! wB97M-V def2-TZVPD RIJCOSX def2/J DEFGRID3
* xyz 0 1
N -1.523 -0.507 0.416
C -2.453 -0.423 -0.692
N -1.970 -0.684 -2.025
H -0.723 0.108 0.326
H -1.283 -1.468 0.606
H -2.909 0.575 -0.657
H -3.264 -1.121 -0.485
H -1.070 -0.245 -2.198
H -1.859 -1.668 -2.228
N 2.390 -0.477 0.154
C 2.160 0.921 0.451
N 1.073 1.135 1.417
H 2.628 -0.983 0.999
H 1.559 -0.924 -0.214
H 1.906 1.430 -0.480
H 3.101 1.342 0.805
H 0.820 2.116 1.468
H 1.417 0.874 2.335
*
```

Orbital gap   9.6 eV
HOMO energy   -0.3185 hartree
Calculated total energy   -302.4017 a.u.
SMILES   NCN.NCN
Max |F|   0.014 hartree/bohr
LUMO level   0.908 eV
ΔE to the lowest compared entry with this formula, charge and spin   0.00 kJ/mol

Now the Löwdin charges, all in e: atom 1 (N): -0.0047, atom 2 (C): -0.3970, atom 3 (N): -0.0154, atom 4 (H): 0.0115, atom 5 (H): 0.0523, atom 6 (H): 0.0997, atom 7 (H): 0.1024, atom 8 (H): 0.0547, atom 9 (H): 0.0525, atom 10 (N): -0.0050, atom 11 (C): -0.3786, atom 12 (N): -0.0142, atom 13 (H): 0.0602, atom 14 (H): 0.0478, atom 15 (H): 0.1043, atom 16 (H): 0.0980, atom 17 (H): 0.0662, atom 18 (H): 0.0653


Formula: C2H12N6
Source: OMol25
Level of theory: ωB97M-V with the def2-TZVPD basis set

```
! wB97M-V def2-TZVPD RIJCOSX def2/J DEFGRID3
* xyz 2 1
C -1.990 -0.425 0.360
C 0.252 -0.050 -0.260
N -0.783 -0.794 -0.408
N -0.764 -2.005 -1.028
N -0.994 -0.035 2.455
N 2.927 2.284 -1.808
N -1.817 -0.807 1.723
N 2.753 1.233 -1.099
H -2.306 0.587 0.181
H -2.870 -0.757 -0.085
H 0.292 0.792 0.391
H 1.192 -0.319 -0.864
H -0.268 -2.109 -1.900
H -1.574 -2.539 -0.781
H -0.558 -0.399 3.274
H -1.237 0.899 2.752
H 3.895 2.704 -1.935
H 2.126 2.756 -2.182
H -1.850 -1.805 1.928
H 3.572 0.789 -0.713
*
```

Orbital gap   3.5 eV
HOMO energy   -0.5329 hartree
Calculated total energy   -411.0927 a.u.
Max |F|   0.108 hartree/bohr
LUMO level   -10.992 eV
ΔE to the lowest compared entry with this formula, charge and spin   135.28 kJ/mol

Now the Löwdin charges, all in e: atom 1 (C): -0.1346, atom 2 (C): 0.0990, atom 3 (N): -0.1653, atom 4 (N): 0.1615, atom 5 (N): 0.0056, atom 6 (N): 0.2520, atom 7 (N): -0.0926, atom 8 (N): 0.2612, atom 9 (H): 0.1458, atom 10 (H): 0.1255, atom 11 (H): 0.0791, atom 12 (H): 0.0988, atom 13 (H): 0.1381, atom 14 (H): 0.1273, atom 15 (H): 0.1011, atom 16 (H): 0.1093, atom 17 (H): 0.2204, atom 18 (H): 0.1681, atom 19 (H): 0.1600, atom 20 (H): 0.1398


Formula: C2H12NO2
Source: OMol25
Level of theory: ωB97M-V with the def2-TZVPD basis set

```
! wB97M-V def2-TZVPD RIJCOSX def2/J DEFGRID3
* xyz 1 1
C -2.542 -1.176 1.326
C -1.354 -1.780 0.619
N -0.509 -0.715 -0.027
H -2.397 -0.645 2.291
H -3.129 -0.407 0.840
H -3.201 -2.003 1.683
H -0.566 -2.246 1.268
H -1.632 -2.468 -0.187
H -1.083 -0.200 -0.740
H 0.334 -1.102 -0.456
H -0.199 -0.068 0.694
H 0.432 4.466 -1.025
H 1.738 3.993 -0.265
O 1.071 3.759 -0.927
H 2.831 -0.736 -1.733
H 3.509 -0.807 -0.347
O 2.668 -0.647 -0.788
*
```

Orbital gap   10.9 eV
HOMO energy   -0.5223 hartree
Calculated total energy   -288.3808 a.u.
Max |F|   0.047 hartree/bohr
LUMO level   -3.354 eV
ΔE to the lowest compared entry with this formula, charge and spin   87.35 kJ/mol

Now the Löwdin charges, all in e: atom 1 (C): -0.0848, atom 2 (C): -0.1940, atom 3 (N): 0.1698, atom 4 (H): 0.0950, atom 5 (H): 0.0809, atom 6 (H): 0.1063, atom 7 (H): 0.1499, atom 8 (H): 0.1338, atom 9 (H): 0.1939, atom 10 (H): 0.1318, atom 11 (H): 0.1668, atom 12 (H): 0.0312, atom 13 (H): 0.0408, atom 14 (O): -0.0711, atom 15 (H): 0.0508, atom 16 (H): 0.0530, atom 17 (O): -0.0539


Formula: C2H12NO2S
Source: OMol25
Level of theory: ωB97M-V with the def2-TZVPD basis set

```
! wB97M-V def2-TZVPD RIJCOSX def2/J DEFGRID3
* xyz 1 1
C 0.488 -0.400 -0.312
C 1.352 0.706 -0.860
S 0.597 2.334 -0.805
N -0.105 0.021 1.013
H 1.087 -1.274 -0.091
H -0.337 -0.664 -0.954
H 1.682 0.511 -1.874
H 2.272 0.871 -0.290
H -0.321 2.179 -1.775
H -0.161 1.064 1.006
H 0.450 -0.207 1.845
H -1.070 -0.284 1.124
H 1.033 -0.538 4.158
H 0.956 1.032 4.055
O 1.088 0.219 3.561
H -3.601 -1.721 -2.781
H -2.711 -2.211 -3.898
O -2.700 -1.639 -3.122
*
```

Orbital gap   10.4 eV
HOMO energy   -0.4954 hartree
Calculated total energy   -686.5846 a.u.
Max |F|   0.021 hartree/bohr
LUMO level   -3.112 eV
ΔE to the lowest compared entry with this formula, charge and spin   29.66 kJ/mol

Now the Löwdin charges, all in e: atom 1 (C): -0.1877, atom 2 (C): -0.5356, atom 3 (S): 0.7844, atom 4 (N): 0.1439, atom 5 (H): 0.1318, atom 6 (H): 0.1227, atom 7 (H): 0.0889, atom 8 (H): 0.0844, atom 9 (H): -0.1029, atom 10 (H): 0.0868, atom 11 (H): 0.1043, atom 12 (H): 0.1683, atom 13 (H): 0.0743, atom 14 (H): 0.0697, atom 15 (O): -0.0382, atom 16 (H): 0.0379, atom 17 (H): 0.0396, atom 18 (O): -0.0725


Formula: C2H12NO3
Source: OMol25
Level of theory: ωB97M-V with the def2-TZVPD basis set

```
! wB97M-V def2-TZVPD RIJCOSX def2/J DEFGRID3
* xyz 1 1
C -1.334 -0.777 0.618
O -0.170 -1.571 0.767
C -1.304 -0.418 -0.921
N -0.039 0.455 -1.238
H -1.235 0.000 1.346
H -2.279 -1.262 0.794
H -0.396 -2.469 0.423
H -1.367 -1.173 -1.858
H -2.226 0.152 -1.341
H -0.099 1.276 -0.670
H -0.272 0.786 -2.200
H 0.950 -0.042 -1.270
H -0.143 1.698 1.719
H 1.284 1.480 1.574
O 0.474 1.197 1.153
H 3.256 0.816 0.224
H 2.435 -0.395 0.778
O 2.463 0.246 0.100
*
```

Orbital gap   11.5 eV
HOMO energy   -0.5359 hartree
Calculated total energy   -363.5775 a.u.
Max |F|   0.069 hartree/bohr
LUMO level   -3.119 eV
ΔE to the lowest compared entry with this formula, charge and spin   192.60 kJ/mol

Now the Löwdin charges, all in e: atom 1 (C): -0.2218, atom 2 (O): -0.0740, atom 3 (C): -0.0969, atom 4 (N): 0.1300, atom 5 (H): 0.0929, atom 6 (H): 0.1197, atom 7 (H): 0.1250, atom 8 (H): 0.1716, atom 9 (H): 0.1413, atom 10 (H): 0.0974, atom 11 (H): 0.1630, atom 12 (H): 0.1876, atom 13 (H): 0.0929, atom 14 (H): 0.0661, atom 15 (O): -0.0827, atom 16 (H): 0.0967, atom 17 (H): 0.0352, atom 18 (O): -0.0439


Formula: C2H12NO3
Source: OMol25
Level of theory: ωB97M-V with the def2-TZVPD basis set

```
! wB97M-V def2-TZVPD RIJCOSX def2/J DEFGRID3
* xyz 1 1
C -1.328 -0.592 -0.983
O -2.301 0.293 -0.392
C -0.411 -1.112 0.103
N 0.642 -0.162 0.523
H -1.837 -1.437 -1.455
H -0.788 -0.062 -1.794
H -3.013 0.264 -1.043
H -0.035 -2.105 -0.089
H -1.070 -1.366 0.966
H 0.088 0.688 0.781
H 1.075 -0.397 1.420
H 1.431 -0.069 -0.121
H 4.350 -0.272 -0.338
H 3.480 0.010 -1.470
O 3.419 -0.063 -0.508
H -1.170 2.733 1.927
H -1.658 1.737 0.957
O -0.874 1.913 1.519
*
```

Orbital gap   12.1 eV
HOMO energy   -0.5513 hartree
Calculated total energy   -363.6353 a.u.
Max |F|   0.041 hartree/bohr
LUMO level   -2.903 eV
ΔE to the lowest compared entry with this formula, charge and spin   40.74 kJ/mol

Now the Löwdin charges, all in e: atom 1 (C): -0.2088, atom 2 (O): -0.0690, atom 3 (C): -0.1415, atom 4 (N): 0.1936, atom 5 (H): 0.1340, atom 6 (H): 0.1369, atom 7 (H): 0.1076, atom 8 (H): 0.1311, atom 9 (H): 0.1562, atom 10 (H): 0.1029, atom 11 (H): 0.1775, atom 12 (H): 0.1195, atom 13 (H): 0.0697, atom 14 (H): 0.0603, atom 15 (O): -0.0508, atom 16 (H): 0.0799, atom 17 (H): 0.0500, atom 18 (O): -0.0491


Formula: C2H12NO3
Source: OMol25
Level of theory: ωB97M-V with the def2-TZVPD basis set

```
! wB97M-V def2-TZVPD RIJCOSX def2/J DEFGRID3
* xyz 1 1
C -1.517 -2.308 -0.418
C -1.394 -1.462 0.644
N -1.106 -1.417 -1.663
H -1.271 -3.296 -0.631
H -1.342 -1.818 1.717
H -1.300 -0.351 0.462
H -0.172 -1.056 -1.457
H -1.871 -0.681 -1.644
H -1.137 -1.763 -2.647
H 2.770 0.765 0.526
H 1.924 1.804 1.261
O 1.934 1.029 0.690
H 0.269 3.078 3.090
H -0.327 4.326 2.707
O 0.250 3.730 2.391
H 1.404 -0.122 -2.431
H 1.624 0.140 -1.026
O 1.261 -0.597 -1.570
*
```

Orbital gap   11.1 eV
HOMO energy   -0.5303 hartree
Calculated total energy   -363.5575 a.u.
Max |F|   0.101 hartree/bohr
LUMO level   -3.342 eV
ΔE to the lowest compared entry with this formula, charge and spin   245.12 kJ/mol

Now the Löwdin charges, all in e: atom 1 (C): -0.0394, atom 2 (C): 0.0649, atom 3 (N): 0.1154, atom 4 (H): 0.0898, atom 5 (H): 0.1042, atom 6 (H): 0.1021, atom 7 (H): 0.0124, atom 8 (H): 0.1730, atom 9 (H): 0.1739, atom 10 (H): -0.0095, atom 11 (H): 0.0615, atom 12 (O): 0.0046, atom 13 (H): 0.0417, atom 14 (H): -0.0287, atom 15 (O): 0.0025, atom 16 (H): 0.1178, atom 17 (H): 0.0526, atom 18 (O): -0.0389